#i
{
  "formula": "C24H70N6O8",
  "method": "ωB97M-V/def2-TZVPD",
  "smiles": "COC[C@H](C)N.COC[C@H](C)N.COC[C@H](C)N.COC[C@H](C)N.COC[C@H](C)N.COC[C@H](C)N.O.O",
  "e_homo_ev": -8.302,
  "homo_lumo_gap_ev": 8.93,
  "elements": ["O", "H", "H", "O", "H", "H", "C", "C", "C", "O", "C", "N", "H", "H", "H", "H", "H", "H", "H", "H", "H", "H", "H", "C", "C", "C", "O", "C", "N", "H", "H", "H", "H", "H", "H", "H", "H", "H", "H", "H", "C", "C", "C", "O", "C", "N", "H", "H", "H", "H", "H", "H", "H", "H", "H", "H", "H", "C", "C", "C", "O", "C", "N", "H", "H", "H", "H", "H", "H", "H", "H", "H", "H", "H", "C", "C", "C", "O", "C", "N", "H", "H", "H", "H", "H", "H", "H", "H", "H", "H", "H", "C", "C", "C", "O", "C", "N", "H", "H", "H", "H", "H", "H", "H", "H", "H", "H", "H"],
  "xyz": [[2.086, -2.354, -1.933], [2.448, -2.828, -2.687], [2.820, -2.070, -1.330], [0.297, -0.458, 0.202], [0.076, -0.988, -0.574], [-0.174, -1.028, 0.842], [-2.740, -0.806, -2.649], [-2.226, -2.333, -2.747], [-1.913, -2.719, -4.122], [-1.422, -4.044, -4.143], [-1.473, -4.784, -5.414], [-1.047, -2.422, -1.873], [-3.341, -0.584, -1.706], [-3.402, -0.619, -3.553], [-2.039, -0.019, -2.645], [-3.005, -2.967, -2.340], [-1.195, -2.008, -4.545], [-2.833, -2.632, -4.724], [-2.536, -4.863, -5.785], [-1.013, -5.766, -5.227], [-0.907, -4.181, -6.182], [-0.850, -3.397, -1.824], [-0.181, -2.078, -2.323], [-1.563, -3.514, 2.306], [-2.541, -2.300, 2.392], [-2.559, -1.812, 3.844], [-3.523, -0.792, 3.874], [-3.681, -0.085, 5.065], [-1.982, -1.308, 1.474], [-1.281, -3.700, 1.291], [-1.993, -4.474, 2.696], [-0.635, -3.178, 2.763], [-3.586, -2.512, 2.187], [-1.601, -1.402, 4.147], [-2.800, -2.656, 4.463], [-3.722, -0.775, 5.964], [-4.652, 0.386, 5.022], [-2.855, 0.694, 5.161], [-2.398, -1.469, 0.573], [-2.309, -0.372, 1.683], [5.775, -3.336, -1.766], [6.052, -1.861, -1.652], [5.553, -1.305, -0.355], [4.153, -1.335, -0.259], [3.706, -1.034, 1.056], [7.490, -1.615, -1.699], [4.690, -3.492, -1.519], [6.418, -3.976, -1.127], [5.772, -3.699, -2.781], [5.599, -1.245, -2.456], [5.870, -0.229, -0.276], [5.995, -1.792, 0.515], [3.919, 0.052, 1.216], [4.310, -1.575, 1.797], [2.612, -1.255, 1.044], [7.885, -2.350, -2.197], [7.725, -0.809, -2.245], [-3.844, 2.905, 1.904], [-3.633, 2.879, 0.405], [-2.562, 3.940, -0.097], [-1.352, 3.753, 0.661], [-0.425, 4.762, 0.279], [-3.270, 1.549, 0.007], [-4.821, 2.395, 2.104], [-4.037, 3.913, 2.335], [-3.070, 2.440, 2.531], [-4.583, 3.185, -0.100], [-3.006, 4.893, -0.041], [-2.306, 3.763, -1.142], [0.503, 4.729, 0.849], [-0.837, 5.765, 0.479], [-0.222, 4.697, -0.784], [-3.314, 1.414, -1.004], [-2.335, 1.268, 0.327], [2.216, 1.640, -1.780], [0.964, 1.728, -2.705], [0.873, 0.455, -3.539], [1.680, 0.630, -4.675], [1.463, -0.365, -5.693], [-0.284, 1.842, -1.909], [2.035, 0.876, -1.038], [2.506, 2.632, -1.456], [3.031, 1.253, -2.380], [1.055, 2.644, -3.409], [-0.158, 0.450, -3.861], [1.084, -0.467, -2.939], [0.478, -0.842, -5.697], [2.172, -1.167, -5.450], [1.624, 0.025, -6.723], [-0.010, 1.631, -0.941], [-0.457, 2.831, -2.061], [1.054, 0.918, 4.290], [0.003, 1.705, 3.613], [-0.252, 3.142, 4.191], [-0.804, 2.932, 5.473], [-1.319, 4.144, 6.022], [0.303, 1.852, 2.222], [0.789, 0.689, 5.293], [2.050, 1.393, 4.321], [1.268, 0.012, 3.779], [-1.012, 1.231, 3.721], [-0.921, 3.647, 3.552], [0.649, 3.746, 4.235], [-0.701, 5.012, 5.830], [-1.319, 3.897, 7.063], [-2.282, 4.386, 5.521], [-0.411, 2.350, 1.728], [0.476, 0.973, 1.766]],
  "mulliken_charge": [-0.40, 0.23, 0.35, 1.21, -0.63, 0.15, -1.16, 0.21, -0.63, -0.32, -0.69, 0.08, 0.37, 0.37, 0.14, 0.46, -0.04, 0.53, 0.27, 0.24, 0.26, 0.22, -0.38, -1.33, 0.33, -0.90, -0.33, -0.56, 0.00, 0.33, 0.38, 0.32, 0.37, 0.22, 0.56, 0.31, 0.22, 0.13, -0.15, -0.05, -1.28, 0.80, -1.05, -0.28, -0.80, -0.70, 0.20, 0.38, 0.37, 0.17, 0.28, 0.37, 0.36, 0.46, -0.01, 0.23, 0.26, -1.10, 0.04, -1.06, -0.03, -1.01, -0.16, 0.37, 0.41, -0.04, 0.48, 0.53, 0.45, 0.31, 0.33, 0.30, 0.24, -0.30, -1.54, 0.18, -0.24, -0.44, -0.67, 0.00, 0.23, 0.40, 0.51, 0.47, 0.27, 0.08, 0.16, 0.23, 0.31, -0.25, 0.07, -1.99, 2.21, -0.87, -0.33, -0.84, -0.28, 0.44, 0.34, 0.51, -0.85, 0.35, 0.47, 0.35, 0.30, 0.24, -0.04, 0.00]
}

=====

#ii
{
  "formula": "C24H70N6O8",
  "method": "ωB97M-V/def2-TZVPD",
  "smiles": "COC[C@H](C)N.COC[C@H](C)N.COC[C@H](C)N.COC[C@H](C)N.COC[C@H](C)N.COC[C@H](C)N.O.O",
  "e_homo_ev": -8.639,
  "homo_lumo_gap_ev": 9.15,
  "elements": ["O", "H", "H", "O", "H", "H", "C", "C", "C", "O", "C", "N", "H", "H", "H", "H", "H", "H", "H", "H", "H", "H", "H", "C", "C", "C", "O", "C", "N", "H", "H", "H", "H", "H", "H", "H", "H", "H", "H", "H", "C", "C", "C", "O", "C", "N", "H", "H", "H", "H", "H", "H", "H", "H", "H", "H", "H", "C", "C", "C", "O", "C", "N", "H", "H", "H", "H", "H", "H", "H", "H", "H", "H", "H", "C", "C", "C", "O", "C", "N", "H", "H", "H", "H", "H", "H", "H", "H", "H", "H", "H", "C", "C", "C", "O", "C", "N", "H", "H", "H", "H", "H", "H", "H", "H", "H", "H", "H"],
  "xyz": [[-1.577, -0.042, -0.161], [-2.244, 0.615, 0.084], [-1.260, -0.439, 0.671], [-3.992, 1.396, 0.368], [-4.407, 2.267, 0.308], [-4.303, 1.009, 1.191], [-2.993, -1.564, 3.261], [-1.604, -2.143, 3.202], [-1.635, -3.592, 2.796], [-2.293, -4.336, 3.793], [-2.501, -5.668, 3.394], [-0.768, -1.432, 2.205], [-2.999, -0.484, 3.436], [-3.539, -1.997, 4.101], [-3.552, -1.758, 2.343], [-1.128, -2.070, 4.187], [-0.616, -3.986, 2.657], [-2.134, -3.708, 1.820], [-3.009, -5.709, 2.423], [-3.088, -6.175, 4.153], [-1.533, -6.177, 3.272], [0.068, -1.984, 2.058], [-0.430, -0.574, 2.633], [1.296, -4.356, -4.302], [1.043, -5.063, -2.975], [-0.379, -4.868, -2.516], [-0.618, -3.487, -2.319], [-1.967, -3.139, -2.076], [1.337, -6.509, -3.179], [0.822, -3.377, -4.312], [0.826, -4.933, -5.108], [2.358, -4.337, -4.534], [1.764, -4.739, -2.222], [-0.579, -5.381, -1.564], [-1.064, -5.249, -3.287], [-2.310, -2.511, -2.906], [-2.085, -2.516, -1.185], [-2.616, -4.014, -1.987], [1.059, -7.026, -2.348], [0.703, -6.851, -3.899], [1.955, -2.780, 0.077], [3.127, -2.387, 0.966], [3.073, -2.933, 2.397], [1.803, -2.870, 2.999], [1.859, -3.422, 4.302], [4.366, -2.908, 0.376], [2.182, -2.563, -0.970], [1.022, -2.271, 0.299], [1.716, -3.850, 0.128], [3.147, -1.287, 0.979], [3.806, -2.380, 3.003], [3.445, -3.965, 2.322], [2.588, -2.895, 4.920], [2.129, -4.486, 4.241], [0.862, -3.397, 4.737], [4.363, -2.752, -0.628], [5.152, -2.335, 0.674], [2.301, -0.720, -3.177], [1.220, 0.070, -2.458], [1.272, 1.532, -2.782], [2.542, 2.069, -2.485], [2.659, 3.389, -2.929], [-0.121, -0.489, -2.714], [2.306, -0.524, -4.253], [2.088, -1.788, -3.077], [3.283, -0.513, -2.757], [1.445, -0.048, -1.382], [0.485, 2.088, -2.240], [1.017, 1.740, -3.836], [1.899, 4.051, -2.483], [2.552, 3.459, -4.019], [3.633, 3.776, -2.631], [-0.008, -1.496, -2.601], [-0.665, -0.298, -1.867], [-2.120, 4.588, -0.545], [-3.193, 5.482, -1.134], [-4.578, 5.252, -0.594], [-4.944, 3.896, -0.759], [-6.217, 3.653, -0.178], [-2.833, 6.909, -0.922], [-1.154, 5.065, -0.712], [-2.141, 3.545, -0.852], [-2.227, 4.531, 0.550], [-3.192, 5.275, -2.216], [-5.306, 5.922, -1.071], [-4.574, 5.501, 0.481], [-6.202, 3.915, 0.886], [-6.434, 2.592, -0.286], [-6.980, 4.234, -0.703], [-2.118, 7.135, -1.608], [-3.615, 7.476, -1.247], [3.806, 6.250, 0.995], [2.967, 5.345, 1.877], [2.503, 4.124, 1.083], [1.420, 3.525, 1.758], [0.877, 2.438, 1.035], [3.802, 4.972, 3.039], [3.266, 6.623, 0.121], [4.707, 5.756, 0.626], [4.113, 7.130, 1.562], [2.094, 5.858, 2.278], [3.333, 3.413, 0.974], [2.179, 4.455, 0.083], [1.543, 1.570, 1.153], [0.841, 2.632, -0.043], [-0.124, 2.223, 1.397], [4.643, 4.490, 2.742], [3.301, 4.311, 3.623]],
  "mulliken_charge": [-0.32, 0.30, 0.35, -0.59, 0.35, 0.31, -1.58, 0.52, -0.69, -0.40, -0.75, -0.07, 0.38, 0.43, 0.28, 0.10, 0.39, 0.44, 0.31, 0.27, 0.28, -0.29, 0.26, -1.47, 1.15, -0.95, -0.32, -0.83, -0.76, 0.32, 0.46, 0.32, -0.17, 0.31, 0.45, 0.29, 0.06, 0.55, 0.27, 0.30, -0.32, 0.95, -1.22, -0.12, -0.96, -0.81, -0.25, -0.33, 0.47, 0.13, 0.38, 0.42, 0.34, 0.37, 0.26, 0.26, 0.30, -1.38, 1.74, -0.76, -0.31, -0.75, -0.75, 0.35, -0.02, 0.34, -0.42, 0.06, 0.47, 0.22, 0.32, 0.28, 0.33, 0.24, -1.27, 0.64, -0.82, -0.42, -0.89, -0.79, 0.31, 0.34, 0.24, 0.20, 0.43, 0.34, 0.40, 0.29, 0.33, 0.28, 0.26, -1.49, 0.39, -0.08, -0.48, -0.04, -0.76, 0.37, 0.34, 0.39, 0.34, 0.18, -0.04, 0.17, -0.04, 0.21, 0.25, 0.30]
}

=====

How far above the most stable structure does each one sit? In hartree: #i 0.0588; #ii 0.0000.